[1]
The following is a quantum chemistry calculation of a single C5H8O3 molecule, from the OMol25 dataset.

Structure (ORCA input):
```
! wB97M-V def2-TZVPD RIJCOSX def2/J DEFGRID3
* xyz 0 1
C 0.621 -1.258 -0.491
O 1.994 0.012 0.985
C -0.091 0.908 0.195
C -0.696 -1.221 -0.563
H -1.317 -2.060 -0.708
H 1.256 -2.092 -0.734
H -1.990 -0.822 1.434
H -1.700 0.677 -1.009
H 1.737 0.557 -1.091
O -2.322 -0.129 0.848
O -0.205 2.044 -0.536
H 0.290 2.759 -0.082
H -0.102 1.079 1.290
C -1.347 0.105 -0.129
C 1.216 0.087 -0.203
H 2.654 -0.648 0.793
*
```

Summary:
ΔE to the lowest compared entry with this formula, charge and spin   46.6 kcal per mole
HOMO-LUMO gap   10.6 eV
E_LUMO   0.8 eV
HOMO   -9.82 eV

***

[2]
The following is a quantum chemistry calculation of a single C5H8O3 molecule, from the OMol25 dataset.

Structure (ORCA input):
```
! wB97M-V def2-TZVPD RIJCOSX def2/J DEFGRID3
* xyz 0 1
H -1.838 1.565 0.647
H 2.043 -0.260 1.824
C 2.090 0.293 0.894
O -0.808 -0.704 1.736
O -1.855 0.887 -1.340
C 0.095 -1.132 -0.494
C -1.592 0.718 0.018
H 2.951 0.932 0.736
H -2.287 1.744 -1.471
O -0.113 -1.126 -1.841
H -0.740 -0.396 -2.039
H 0.444 -2.084 -0.099
H 1.198 0.831 -0.935
H -0.049 -1.257 1.976
C -0.660 -0.244 0.421
C 1.120 0.233 -0.033
*
```

Summary:
ΔE to the lowest compared entry with this formula, charge and spin   114.1 kcal per mole
HOMO-LUMO gap (spin up / spin down)   7.5 / 7.5 eV
E_LUMO (spin up / spin down)   0.6 / 0.6 eV
HOMO (spin up / spin down)   -6.87 / -6.87 eV

***

[3]
The following is a quantum chemistry calculation of a molecular structure, C5H8O3, from the OMol25 dataset.

Structure (ORCA input):
```
! wB97M-V def2-TZVPD RIJCOSX def2/J DEFGRID3
* xyz 0 1
O 1.018 -0.833 0.583
C 2.221 -0.242 0.151
C -1.030 -1.242 -0.621
H 0.669 0.665 -1.983
H -0.405 1.968 1.213
H -0.846 0.109 2.109
C -0.834 0.695 1.110
H -1.674 -1.844 0.123
C -0.112 -0.249 0.072
O 1.889 0.971 -0.437
H -0.295 1.685 -0.402
H -0.540 -1.771 -1.280
C 0.571 0.863 -0.773
O 3.285 -0.724 0.351
H -1.974 -0.913 -0.931
H -1.943 0.863 0.715
*
```

Summary:
ΔE to the lowest compared entry with this formula, charge and spin   87.8 kcal per mole
HOMO-LUMO gap   11.1 eV
E_LUMO   0.6 eV
HOMO   -10.47 eV

***

[4]
The following is a quantum chemistry calculation of a gas-phase ion, C5H8O3P (charge -1), from the OMol25 dataset.

Structure (ORCA input):
```
! wB97M-V def2-TZVPD RIJCOSX def2/J DEFGRID3
* xyz -1 1
H 0.873 -2.832 -0.671
H -2.686 -0.968 0.257
C -0.793 0.025 -0.255
H 0.670 2.277 1.196
O -1.458 -2.175 0.050
C -0.535 -1.357 -0.198
O -1.981 1.930 0.059
H 1.430 -1.118 -0.994
C 0.939 -1.809 -0.393
H 1.623 0.779 1.023
H 1.275 0.443 -1.485
C -1.960 0.692 0.011
O -3.071 0.006 0.306
P 0.489 1.504 -0.908
C 1.440 1.759 0.686
H 1.473 -1.647 0.594
H 2.273 2.493 0.723
*
```

Summary:
ΔE to the lowest compared entry with this formula, charge and spin   61.2 kcal per mole
HOMO-LUMO gap   7.7 eV
E_LUMO   3.9 eV
HOMO   -3.78 eV

***

Question: The lowest ΔE to the lowest compared entry with this formula, charge and spin belongs to which entry?
Answer: number 1